This record from the OMol25 dataset describes a 2-piece molecular cluster, C4H4O3 overall in a non-equilibrium geometry. The level of theory is wB97M-V/def2-TZVPD.

```
11
Properties=species:S:1:pos:R:3:forces:R:3:nbo_charge:R:1
C 0.514898 -0.534443 -0.547401 0.50 -0.17 -1.25 0.0711
C -1.196913 0.813592 2.185041 -0.59 1.19 -0.32 0.3574
C -0.091264 0.536681 -0.188540 -0.04 0.33 -0.49 0.2714
C 1.196578 -1.453849 -1.457413 -0.24 0.55 -0.68 -0.1143
O -1.738207 1.853159 2.321503 0.16 -0.55 0.31 -0.4750
O 0.829875 -1.789045 -0.125966 -0.06 -0.55 1.28 -0.4528
O -0.227508 1.760742 -0.703878 0.21 -0.12 0.12 -0.6548
H -1.060684 -0.016936 2.873983 -0.07 -0.50 0.99 0.1223
H 0.618733 -1.947123 -2.230928 0.03 -0.05 0.01 0.1871
H 2.255109 -1.332562 -1.642770 0.11 -0.05 0.05 0.1884
H -1.100616 2.109784 -0.483630 -0.01 -0.08 -0.02 0.4994
```
Positions in Å, forces in eV/Å.

Results
- electronic energy (Eh) = -380.2659
- HOMO-LUMO gap (alpha / beta) (eV) = 7.73 / 7.64
- ΔE to the lowest compared entry with this formula, charge and spin (eV) = 2.413
- 2S+1 = 3
- net charge = 0